(1)
{"formula": "C29H52BF8IN4O12PS2", "method": "wB97M-V/def2-TZVPD", "e_lumo_ev": -6.2, "charge": 1, "e_tot_ev": -122894.7653, "e_homo_ha": -0.4190, "gap_ev": 5.24, "largest_force_ev_per_a": 14.65, "elements": ["C", "N", "C", "C", "P", "S", "C", "I", "C", "C", "C", "C", "C", "N", "C", "C", "O", "N", "C", "C", "O", "C", "C", "O", "S", "O", "O", "C", "F", "F", "C", "F", "F", "C", "F", "F", "F", "C", "C", "C", "F", "B", "O", "N", "C", "C", "H", "H", "H", "H", "H", "H", "H", "H", "H", "H", "H", "H", "H", "H", "H", "H", "H", "H", "H", "H", "H", "H", "H", "H", "H", "H", "H", "H", "H", "H", "H", "H", "H", "H", "H", "H", "H", "H", "H", "H", "C", "O", "C", "O", "O", "C", "H", "H", "H", "H", "H", "H", "C", "O", "C", "O", "O", "C", "H", "H", "H", "H", "H", "H"], "xyz": [[0.1004, -5.4831, 0.8422], [1.3681, -4.6826, 0.6314], [1.1917, -3.5350, -0.3320], [1.8266, -2.0923, 0.0740], [2.7373, -2.4708, 1.6776], [4.3203, -3.5842, 1.6082], [0.6391, -1.1061, 0.7329], [-1.0190, -1.9989, 1.8198], [0.4406, 0.1354, -0.3708], [-1.1177, 0.5043, -0.2825], [-1.6233, 1.8756, -1.0631], [-3.0899, 2.3671, -0.4246], [-4.3080, 1.3069, -0.6721], [-5.3154, 1.7354, -1.7288], [-6.4564, 0.6963, -1.7325], [-6.2639, -0.8925, -2.0893], [-7.6706, 1.1396, -1.3893], [1.2179, -0.1079, -1.6940], [0.3885, -0.6190, -2.8193], [-0.2687, -2.0783, -2.9206], [-1.5493, -2.2827, -2.1649], [-2.4358, -3.2113, -2.8849], [-2.6231, -4.7425, -2.2643], [-3.1560, -2.9331, -3.9803], [1.6853, 1.4275, -2.4558], [3.2239, 1.4735, -2.8619], [1.6081, 2.6588, -1.4654], [1.0394, 2.0705, -4.0069], [1.6346, 1.3526, -5.2083], [1.7897, 3.3996, -4.1599], [-0.4116, 2.5214, -4.4424], [-0.1588, 2.9780, -5.8835], [-1.4752, 1.5259, -4.6996], [-1.0805, 3.8797, -3.8134], [-1.0649, 5.0350, -4.7947], [-0.4596, 4.4269, -2.5995], [-2.5546, 3.7365, -3.5043], [2.3537, -1.0211, -1.1027], [3.3516, -1.6592, -2.2852], [4.1391, -3.0261, -1.9973], [4.1903, -3.8213, -3.2824], [3.5454, -0.2337, -0.2109], [4.9335, -0.7808, 0.0041], [3.4678, 1.1739, 0.3278], [4.7785, 1.8823, -0.0767], [3.4078, 1.3166, 1.8070], [0.3037, -6.6072, 1.1866], [-0.5608, -5.5911, -0.1462], [-0.6252, -5.0382, 1.6649], [2.1637, -5.3122, 0.3859], [0.0173, -3.5224, -0.5531], [1.6290, -3.9595, -1.3620], [1.8294, -3.1327, 2.6354], [3.1312, -1.3117, 2.4939], [1.2337, -0.6107, 1.6462], [0.8699, 1.0103, 0.3266], [-1.9051, -0.3112, -0.5445], [-1.3344, 0.8130, 0.8544], [-0.8790, 2.7168, -0.7712], [-1.8141, 1.6943, -2.1881], [-3.3587, 3.3923, -0.9217], [-2.9510, 2.4760, 0.7548], [-3.9876, 0.2076, -0.9075], [-4.9212, 1.2578, 0.3509], [-5.7758, 2.6576, -1.4652], [-5.2408, -0.9812, -2.6888], [-6.0649, -1.4463, -1.0512], [-7.1715, -1.3915, -2.6404], [1.0932, -0.6244, -3.7858], [-0.5270, 0.1051, -2.9174], [0.4420, -3.0071, -2.8994], [-0.6788, -2.1195, -4.0516], [-3.5577, -5.3112, -2.7357], [-2.8901, -4.6354, -1.1075], [-1.6431, -5.3843, -2.3163], [4.2139, -0.8554, -2.4912], [2.8267, -1.7970, -3.3212], [3.7791, -3.7557, -1.1856], [5.2861, -2.7916, -1.7609], [5.1126, -0.8745, 0.9938], [5.6160, 1.7508, 0.7498], [4.5038, 3.0428, -0.0511], [5.1702, 1.5567, -1.1297], [2.3591, 1.1406, 2.3082], [4.1930, 0.6027, 2.3101], [3.7308, 2.4198, 2.1047], [-1.1404, -3.4402, 8.5848], [-2.4872, -3.0425, 8.3353], [-2.7652, -2.8011, 7.0293], [-1.9797, -2.8964, 6.0993], [-4.0687, -2.4353, 6.9372], [-4.5051, -2.1481, 5.6101], [-1.0308, -3.6065, 9.6600], [-0.9122, -4.3770, 8.0665], [-0.4432, -2.6509, 8.2858], [-4.4115, -3.0333, 4.9728], [-3.9424, -1.3071, 5.1921], [-5.5610, -1.8669, 5.6550], [1.6922, 4.7588, 0.0590], [1.9896, 5.2271, 1.3729], [2.0281, 6.5786, 1.4887], [1.8349, 7.3812, 0.5889], [2.3186, 6.8823, 2.7789], [2.3922, 8.2806, 3.0502], [1.6875, 3.6656, 0.0828], [0.7017, 5.1007, -0.2576], [2.4605, 5.0843, -0.6499], [1.4295, 8.7632, 2.8532], [3.1884, 8.7468, 2.4609], [2.6297, 8.4071, 4.1101]], "atomic_forces_ev_per_a": [[-1.4, -1.3, 0.1], [-0.9, -0.1, -0.2], [-0.8, -2.2, -2.6], [-3.9, 0.9, 0.0], [1.6, -1.5, 2.0], [0.3, -0.1, -0.3], [3.0, 1.0, -0.1], [0.5, 0.3, -0.7], [-2.6, 1.2, 4.9], [-2.0, 1.8, -0.6], [-0.7, -0.1, 1.6], [0.5, -0.7, -0.2], [-0.8, 0.1, 1.5], [-1.6, -2.1, 0.9], [-5.3, 2.6, 1.6], [1.8, 0.7, 0.7], [7.0, -2.5, -2.2], [-1.6, -1.9, 2.8], [-1.8, -1.7, -2.8], [-1.2, -0.9, -2.7], [0.4, -1.4, -1.7], [-4.1, -0.9, -4.8], [-0.5, 0.6, 1.3], [5.3, -0.7, 7.2], [10.8, 8.9, 4.4], [-6.1, -2.4, 0.9], [-2.1, -5.8, -4.1], [2.2, 2.7, -6.8], [-2.2, 1.3, 4.4], [-2.6, -4.2, 1.3], [-2.8, 0.8, -5.5], [-0.5, -1.5, 4.5], [3.6, 2.5, 1.8], [-2.7, 5.0, 1.2], [0.2, -4.5, 3.5], [-1.8, -2.4, -4.1], [5.3, -0.1, -1.1], [4.6, -2.3, 0.3], [0.7, 0.6, -1.2], [2.0, -0.7, -0.5], [-0.5, 1.7, 2.5], [3.0, 1.6, 1.0], [-3.7, -0.4, 0.3], [0.8, -0.7, 0.0], [0.3, 1.5, 0.3], [0.2, 0.8, 1.6], [0.0, 2.6, -0.8], [1.4, 0.3, 1.9], [1.8, -0.7, -1.7], [-1.0, 1.0, 0.2], [2.5, 0.7, 0.7], [-0.6, 1.5, 2.0], [0.1, 1.2, -1.4], [-0.9, -0.3, -1.3], [-1.7, -0.7, -2.1], [0.0, -1.6, -2.8], [1.9, 1.0, 0.4], [0.9, -1.0, -2.4], [-1.2, -1.4, -1.1], [0.6, 0.4, 1.7], [0.5, -1.9, 1.1], [-0.3, 0.0, -2.6], [-0.3, 2.1, 0.3], [1.5, -0.1, -1.9], [0.6, -1.7, -0.3], [-2.3, 0.0, 1.0], [-0.6, 1.2, -2.2], [1.8, 1.4, 1.2], [-1.6, 0.3, 2.0], [1.7, -1.2, 0.0], [-1.1, 2.0, 0.7], [1.3, 0.6, 2.2], [2.4, 1.6, 0.6], [0.7, -0.1, -2.4], [-1.8, 1.4, -0.1], [-2.2, -1.7, 0.4], [0.7, 0.2, 2.0], [0.3, 1.4, -1.3], [-2.8, -0.5, -0.5], [-0.1, 0.2, -1.9], [-1.6, 0.0, -1.8], [0.7, -2.5, -0.4], [-0.9, 0.7, 2.1], [1.9, 0.2, -1.2], [-1.3, 1.3, -0.6], [-0.8, -2.3, -0.7], [0.5, -0.2, 0.2], [-0.5, 0.3, -1.2], [0.2, -0.1, 0.1], [-1.0, 0.1, 1.1], [1.0, -0.3, 0.1], [-0.2, 0.1, -0.4], [-0.3, 0.1, -0.2], [0.0, 0.3, 0.0], [-0.1, -0.2, -0.1], [0.1, 0.2, 0.1], [0.0, -0.2, 0.0], [0.2, -0.1, 0.3], [-0.1, -0.1, -0.1], [0.1, 0.9, 0.3], [0.0, 0.7, -0.2], [0.3, -1.3, 1.3], [-0.2, -0.6, -1.1], [0.0, 0.6, 0.2], [0.2, 0.7, 0.7], [0.2, 0.1, 0.0], [-0.2, 0.1, 0.0], [0.2, -0.1, -0.1], [-0.3, -0.1, 0.0], [0.0, -0.3, -0.2]]}

(2)
{"formula": "C29H52Cl2N3O2P2Si4Ta", "method": "wB97M-V/def2-TZVPD", "e_lumo_ev": [-0.8, -0.8], "e_tot_ev": -116171.2143, "e_homo_ha": [-0.2125, -0.2125], "gap_ev": [5.01, 5.00], "largest_force_ev_per_a": 6.11, "elements": ["Ta", "O", "C", "O", "C", "H", "H", "H", "H", "H", "H", "C", "C", "H", "H", "H", "H", "Cl", "Cl", "N", "P", "P", "C", "C", "C", "C", "Si", "H", "H", "C", "C", "Si", "H", "H", "C", "C", "Si", "H", "H", "C", "C", "Si", "H", "H", "C", "C", "H", "C", "H", "C", "H", "C", "H", "C", "H", "C", "C", "H", "C", "H", "C", "H", "C", "H", "C", "H", "H", "H", "H", "H", "H", "H", "C", "C", "H", "H", "H", "H", "H", "H", "H", "H", "H", "H", "H", "H", "H", "H", "H", "H", "H", "H", "N", "N", "C"], "xyz": [[-0.0420, 0.4649, -0.9115], [-1.1642, 1.8075, -2.1176], [-0.4791, 2.8940, -2.8514], [-0.2492, -0.3450, -3.1816], [0.7688, -0.9356, -4.0322], [0.1487, 2.4502, -3.6399], [0.1074, 3.4738, -2.1329], [-1.2950, 3.4864, -3.2874], [0.4729, -0.8324, -5.0834], [0.8829, -1.9992, -3.7908], [1.6900, -0.3769, -3.8798], [-2.1216, 1.1415, -3.0815], [-1.3215, 0.2214, -3.9816], [-2.5709, 1.9415, -3.6781], [-2.8941, 0.6395, -2.4942], [-0.8819, 0.7843, -4.8275], [-1.9436, -0.6048, -4.3736], [0.5940, -1.7258, -0.9966], [1.8532, 1.2547, -1.9439], [0.3119, -2.0466, 1.9464], [-2.4087, -0.3068, 0.2248], [2.8551, -0.1836, 0.6416], [3.2666, -1.5145, 1.7867], [2.9644, 1.4107, 1.4441], [-2.6367, -1.3403, 1.6912], [-2.9164, 1.4263, 0.5125], [-1.5580, 2.7510, 0.8050], [-3.5834, 1.4147, 1.3971], [-3.5154, 1.7661, -0.3583], [-1.8669, 3.3279, 2.5876], [-1.8901, 4.2935, -0.2031], [1.5357, 2.6921, 1.2097], [3.9113, 1.8796, 1.1264], [3.0688, 1.2049, 2.5249], [2.1851, 4.1299, 0.2052], [1.3379, 3.3203, 2.9912], [1.7907, -2.3337, 2.6419], [3.9547, -1.0366, 2.5090], [3.8524, -2.2475, 1.1977], [1.7984, -1.6427, 4.3859], [2.0044, -4.1940, 2.5760], [-1.2436, -2.6233, 2.0965], [-3.5770, -1.9119, 1.5480], [-2.7812, -0.6643, 2.5554], [4.1395, -0.3273, -0.6615], [4.9186, 0.7726, -1.0837], [4.9991, 1.6683, -0.4794], [5.5833, 0.7193, -2.3190], [6.1457, 1.5967, -2.6718], [5.5272, -0.4514, -3.0887], [6.0478, -0.4916, -4.0573], [4.8182, -1.5747, -2.6328], [4.8002, -2.5012, -3.2184], [4.1401, -1.5091, -1.4223], [3.5799, -2.3666, -1.0639], [-3.6142, -1.0459, -0.9347], [-3.1482, -2.0091, -1.8463], [-2.0816, -2.2660, -1.8573], [-4.0356, -2.6389, -2.7220], [-3.6575, -3.3753, -3.4412], [-5.4073, -2.3241, -2.6631], [-6.0959, -2.8130, -3.3518], [-5.8753, -1.3850, -1.7309], [-6.9473, -1.1661, -1.6811], [-4.9877, -0.7382, -0.8794], [-5.3440, 0.0018, -0.1656], [1.6268, -4.5612, 1.6102], [1.3892, -4.6387, 3.3710], [3.0740, -4.4156, 2.7014], [1.4211, -0.6095, 4.4043], [2.8294, -1.6847, 4.7711], [1.1319, -2.2461, 5.0179], [-1.5135, -4.1144, 1.0085], [-1.4995, -2.9889, 3.9192], [-1.1919, -3.9411, -0.0286], [-2.5850, -4.3770, 1.0321], [-0.9079, -4.9426, 1.4104], [-1.3715, -2.0592, 4.4912], [-0.7455, -3.7105, 4.2590], [-2.5164, -3.3940, 4.0208], [-2.2255, 4.0624, -1.2211], [-0.9869, 4.9167, -0.2580], [-2.6812, 4.8756, 0.2933], [-1.6381, 2.5494, 3.3253], [-2.9450, 3.5518, 2.6570], [-1.3179, 4.2421, 2.8487], [3.2391, 4.3020, 0.4604], [1.6067, 5.0339, 0.4431], [2.1096, 3.9057, -0.8665], [0.7895, 2.6185, 3.6282], [0.8574, 4.3049, 3.0317], [2.3528, 3.4187, 3.4045], [0.0751, 2.2207, 0.2871], [-0.2413, 0.5111, 2.6507], [-0.0555, 0.0840, 1.5413]], "atomic_forces_ev_per_a": [[2.1, -0.2, 5.7], [-1.5, 0.0, -2.0], [-0.4, 0.0, -0.1], [-1.2, 0.5, -1.3], [0.0, -0.2, 0.0], [-0.2, 0.3, 0.4], [-0.2, -0.3, -0.2], [0.4, 0.0, 0.2], [-0.1, -0.1, 0.3], [0.0, 0.4, 0.1], [0.1, -0.2, 0.1], [0.6, 0.6, 0.6], [0.5, -0.3, 0.1], [-0.1, -0.2, 0.2], [0.4, 0.0, 0.0], [-0.2, -0.3, 0.4], [0.1, 0.4, 0.1], [-0.1, -1.3, -0.3], [1.2, 0.9, -1.4], [-0.4, -0.1, -1.0], [0.7, 0.3, -1.1], [-1.2, -0.3, -1.1], [0.7, 0.2, -0.1], [0.5, 0.4, 0.3], [-0.4, 0.0, 0.2], [-0.8, 0.0, 0.2], [1.2, 0.0, 0.8], [0.2, 0.3, -0.4], [0.2, -0.2, 0.4], [0.1, -0.2, -0.1], [-0.5, 0.1, -0.2], [-0.4, -0.2, 0.2], [-0.3, 0.1, 0.3], [-0.2, 0.2, -0.3], [0.3, 0.0, 0.0], [-0.1, 0.0, -0.3], [-1.8, 0.1, 0.2], [-0.1, -0.5, -0.1], [-0.3, 0.3, 0.3], [0.5, -0.2, 0.2], [0.6, 0.1, 0.2], [2.1, 0.6, 0.6], [0.4, 0.4, 0.0], [0.3, -0.3, -0.3], [0.2, 0.8, 0.0], [-0.2, -0.8, -0.6], [-0.2, 0.0, -0.1], [0.0, -0.3, 0.2], [-0.2, -0.5, 0.2], [0.0, 0.1, -0.2], [-0.3, 0.0, 0.5], [0.3, 0.2, 0.0], [0.0, 0.4, 0.2], [0.0, 0.4, 0.0], [-0.1, 0.0, -0.1], [-0.5, -0.1, -0.1], [-0.1, 0.1, 0.1], [-0.4, 0.1, 0.0], [-0.5, 0.2, 0.1], [-0.2, 0.3, 0.3], [0.6, 0.1, 0.1], [0.1, 0.1, 0.2], [-0.1, -0.2, -0.4], [0.4, 0.0, 0.0], [0.6, -0.3, -0.2], [0.0, -0.1, -0.1], [0.3, 0.1, 0.2], [0.3, -0.1, -0.1], [-0.3, -0.6, 0.1], [0.2, -0.3, -0.1], [-0.3, 0.1, 0.3], [0.3, 0.1, 0.0], [-0.6, -0.3, 0.0], [-0.7, -0.2, -0.3], [-0.1, 0.0, 0.3], [0.3, -0.3, -0.2], [-0.3, 0.2, -0.1], [-0.2, -0.2, -0.2], [-0.3, 0.0, 0.0], [0.2, 0.0, 0.6], [0.0, 0.2, 0.1], [-0.2, -0.2, 0.0], [0.2, 0.0, -0.2], [0.0, 0.2, -0.2], [0.2, 0.0, -0.1], [-0.2, -0.2, -0.1], [-0.2, 0.2, -0.1], [0.2, -0.1, -0.1], [0.1, 0.2, 0.2], [0.1, 0.1, -0.2], [0.1, -0.2, 0.1], [-0.2, 0.1, -0.1], [-0.6, -0.6, -0.6], [0.4, -0.4, -3.0], [-0.8, 0.5, 2.1]]}